Computed, not measured: the molecule C4H6S2, with ωB97M-V with the def2-TZVPD basis set.

```
12
Properties=species:S:1:pos:R:3:forces:R:3:nbo_charge:R:1
C 1.69425 0.06227 0.11826 0.575 -0.392 -0.081 -0.6369
C 0.52305 0.13304 -0.85582 0.155 -0.029 -0.075 -0.4727
C -1.63736 -0.78895 0.32287 -0.140 0.058 0.122 -0.3980
C -1.70554 0.52701 0.50142 0.014 0.265 0.154 -0.3933
H 2.29022 0.98657 0.06215 -0.225 -0.232 0.054 0.2178
H 2.36765 -0.79091 -0.15508 -0.586 0.619 0.295 0.2174
H 1.33694 -0.06717 1.15420 0.135 0.004 -0.453 0.2229
H 0.87140 0.27665 -1.89070 -0.150 -0.025 0.400 0.2424
H -2.28727 -1.48883 0.83505 0.123 0.002 -0.089 0.2399
H -2.39154 1.03934 1.18912 0.346 -0.334 -0.415 0.2427
S -0.46557 -1.40666 -0.83236 -0.106 0.236 0.071 0.2621
S -0.59622 1.51763 -0.44910 -0.142 -0.171 0.016 0.2556
```
Positions in Å, forces in eV/Å.

## Properties
- 2S+1: 1
- Energy relative to the best compared isomer or geometry (same formula, charge and spin): 0.0 kcal/mol
- Highest occupied orbital energy: -7.9 eV
- DFT total energy: -952.3694 a.u.